No. 1
{
  "formula": "C16H41F3N10O21SSi",
  "method": "ωB97M-V with the def2-TZVPD basis set",
  "species": ["C", "C", "N", "Si", "C", "O", "O", "C", "C", "O", "N", "C", "C", "S", "O", "O", "C", "F", "F", "F", "H", "H", "H", "H", "H", "H", "H", "H", "H", "H", "H", "H", "H", "H", "H", "H", "H", "C", "N", "O", "O", "H", "H", "H", "C", "N", "O", "O", "H", "H", "H", "C", "N", "O", "O", "H", "H", "H", "C", "N", "O", "O", "H", "H", "H", "C", "N", "O", "O", "H", "H", "H", "C", "N", "O", "O", "H", "H", "H", "C", "N", "O", "O", "H", "H", "H", "C", "N", "O", "O", "H", "H", "H"],
  "positions_angstrom": [[5.25, -2.03, 1.21], [4.05, -1.59, 0.36], [2.76, -1.77, 1.09], [1.62, -0.49, 0.82], [1.71, 0.06, -0.98], [0.51, 0.69, -1.42], [0.88, 1.78, -2.26], [-0.08, -0.91, 1.45], [-0.97, -1.48, 0.36], [-0.47, -1.92, -0.65], [-2.36, -1.57, 0.58], [-2.63, -2.54, 1.64], [-2.98, -0.26, 0.81], [2.37, 1.17, 2.12], [3.73, 1.53, 1.77], [2.29, 0.63, 3.46], [1.25, 2.66, 2.14], [0.17, 2.38, 2.87], [0.92, 3.09, 0.92], [1.91, 3.66, 2.76], [5.60, -3.02, 0.94], [5.03, -2.00, 2.28], [6.07, -1.35, 1.02], [4.25, -0.56, 0.06], [4.02, -2.25, -0.50], [2.99, -1.68, 2.08], [1.99, -0.80, -1.58], [2.53, 0.76, -1.09], [0.63, 2.55, -1.73], [-0.53, -0.09, 1.99], [0.04, -1.70, 2.20], [-1.84, -3.28, 1.68], [-2.77, -2.10, 2.62], [-3.52, -3.09, 1.37], [-4.00, -0.32, 0.47], [-2.97, 0.05, 1.85], [-2.51, 0.49, 0.18], [1.44, -5.16, 1.64], [1.31, -4.55, 2.99], [0.18, -4.38, 3.42], [2.33, -4.26, 3.56], [0.45, -5.37, 1.25], [1.97, -4.45, 1.01], [2.02, -6.08, 1.75], [-1.32, 1.32, 5.25], [-2.71, 0.78, 5.29], [-3.30, 0.68, 4.24], [-3.15, 0.47, 6.37], [-1.07, 1.54, 4.23], [-1.30, 2.21, 5.87], [-0.67, 0.56, 5.66], [-1.84, -1.37, -3.54], [-3.22, -1.93, -3.63], [-3.71, -2.03, -4.74], [-3.77, -2.23, -2.59], [-1.50, -1.16, -4.54], [-1.89, -0.47, -2.94], [-1.21, -2.12, -3.06], [-2.50, 0.79, -7.31], [-1.22, 0.04, -7.44], [-0.89, -0.34, -8.54], [-0.57, -0.14, -6.43], [-2.95, 0.86, -8.28], [-3.13, 0.23, -6.62], [-2.26, 1.77, -6.91], [-7.57, -3.44, 0.25], [-6.24, -3.34, 0.90], [-5.97, -4.14, 1.78], [-5.50, -2.47, 0.50], [-8.12, -4.26, 0.71], [-8.08, -2.50, 0.41], [-7.41, -3.62, -0.80], [-1.10, 3.57, -10.30], [-2.48, 3.03, -10.37], [-2.99, 2.90, -11.46], [-3.01, 2.74, -9.31], [-0.76, 3.77, -11.31], [-1.13, 4.47, -9.70], [-0.48, 2.81, -9.83], [4.87, 4.36, 2.11], [5.94, 5.36, 1.82], [6.46, 5.32, 0.73], [6.20, 6.16, 2.70], [4.75, 3.72, 1.25], [5.20, 3.78, 2.97], [3.97, 4.91, 2.33], [3.42, 2.14, 5.96], [3.11, 2.78, 7.27], [1.95, 3.06, 7.50], [4.04, 2.97, 8.02], [2.50, 2.03, 5.40], [4.12, 2.79, 5.43], [3.87, 1.17, 6.16]],
  "e_above_lowest_kcal_mol": 15.6,
  "smiles": "CCN[Si@@](COO)(CC(=O)N(C)C)S(=O)(=O)C(F)(F)F.C[N+](=O)[O-].C[N+](=O)[O-].C[N+](=O)[O-].C[N+](=O)[O-].C[N+](=O)[O-].C[N+](=O)[O-].C[N+](=O)[O-].C[N+](=O)[O-]",
  "lumo_ev": -0.07,
  "gap_ev": 9.07,
  "homo_energy_ev": -9.14
}



No. 2
{
  "formula": "C16H41F4N14O20",
  "method": "ωB97M-V with the def2-TZVPD basis set",
  "species": ["N", "C", "C", "N", "C", "N", "N", "C", "C", "F", "F", "C", "F", "F", "H", "H", "H", "H", "H", "H", "H", "H", "H", "H", "H", "C", "N", "O", "O", "H", "H", "H", "C", "N", "O", "O", "H", "H", "H", "C", "N", "O", "O", "H", "H", "H", "C", "N", "O", "O", "H", "H", "H", "C", "N", "O", "O", "H", "H", "H", "C", "N", "O", "O", "H", "H", "H", "C", "N", "O", "O", "H", "H", "H", "C", "N", "O", "O", "H", "H", "H", "C", "N", "O", "O", "H", "H", "H", "C", "N", "O", "O", "H", "H", "H"],
  "positions_angstrom": [[3.63, 0.35, -0.85], [2.61, 0.44, -2.00], [3.52, 0.85, -3.33], [3.96, 2.30, -3.34], [3.03, 3.12, -2.47], [3.39, 4.11, -1.59], [1.53, 2.75, -2.56], [1.44, 1.52, -1.63], [-0.07, 0.91, -1.50], [-0.65, 1.44, -0.20], [-0.17, -0.56, -1.41], [-1.12, 1.39, -2.67], [-1.48, 2.84, -2.57], [-2.40, 0.63, -2.41], [4.38, 1.06, -1.01], [3.16, 0.45, 0.08], [2.26, -0.66, -2.19], [2.89, 0.66, -4.31], [4.46, 0.15, -3.37], [3.92, 2.61, -4.36], [2.63, 4.72, -1.20], [4.39, 4.21, -1.27], [1.28, 2.50, -3.54], [1.72, 1.95, -0.56], [-0.78, 1.06, -3.75], [0.12, -1.67, 2.26], [1.43, -0.99, 2.43], [2.00, -0.58, 1.41], [1.86, -0.88, 3.59], [-0.13, -1.69, 1.20], [0.22, -2.68, 2.65], [-0.62, -1.10, 2.82], [-3.83, -2.32, 4.65], [-2.39, -2.42, 4.28], [-1.57, -2.38, 5.20], [-2.13, -2.52, 3.07], [-3.91, -2.23, 5.73], [-4.24, -1.44, 4.15], [-4.32, -3.23, 4.30], [4.89, -3.91, -3.27], [5.32, -2.79, -4.15], [6.36, -2.95, -4.80], [4.61, -1.78, -4.15], [5.61, -4.73, -3.36], [4.87, -3.53, -2.24], [3.90, -4.22, -3.60], [1.99, 2.55, -8.07], [2.87, 2.56, -6.86], [2.41, 2.05, -5.83], [3.99, 3.06, -6.99], [1.04, 2.07, -7.82], [1.84, 3.59, -8.37], [2.51, 1.99, -8.85], [-0.20, 2.97, 2.34], [-0.47, 3.92, 3.45], [0.04, 5.05, 3.38], [-1.20, 3.52, 4.37], [0.44, 3.46, 1.61], [0.29, 2.10, 2.77], [-1.16, 2.71, 1.89], [-1.78, -4.79, 7.88], [-3.24, -4.61, 7.61], [-3.89, -3.94, 8.42], [-3.68, -5.16, 6.60], [-1.53, -4.26, 8.81], [-1.60, -5.86, 7.99], [-1.24, -4.37, 7.04], [-6.20, -0.69, 8.52], [-6.48, -0.64, 7.06], [-7.49, -0.04, 6.70], [-5.67, -1.22, 6.32], [-6.99, -0.15, 9.05], [-6.19, -1.74, 8.82], [-5.23, -0.22, 8.69], [-0.48, 4.72, -4.90], [-0.51, 4.40, -6.36], [-1.09, 3.36, -6.69], [0.04, 5.20, -7.12], [-1.00, 3.94, -4.35], [0.57, 4.78, -4.60], [-0.98, 5.68, -4.77], [-3.97, 1.63, 0.10], [-4.24, 2.58, 1.21], [-3.73, 3.71, 1.14], [-4.97, 2.18, 2.13], [-3.33, 2.12, -0.63], [-3.48, 0.76, 0.53], [-4.93, 1.37, -0.35], [1.28, -5.83, -1.26], [2.71, -5.93, -1.63], [3.54, -5.89, -0.71], [2.98, -6.03, -2.84], [1.19, -5.74, -0.18], [0.87, -4.95, -1.76], [0.79, -6.74, -1.61]],
  "lumo_ev": -4.88,
  "gap_ev": 7.75,
  "total_charge": 1,
  "homo_energy_ev": -12.64
}



No. 3
{
  "formula": "C16H42BrN3O",
  "method": "ωB97M-V with the def2-TZVPD basis set",
  "species": ["N", "H", "H", "H", "H", "Br", "C", "C", "N", "C", "C", "C", "C", "C", "O", "C", "H", "H", "H", "H", "H", "H", "H", "H", "H", "H", "H", "H", "H", "H", "H", "H", "H", "H", "H", "H", "C", "C", "C", "N", "C", "C", "C", "C", "C", "H", "H", "H", "H", "H", "H", "H", "H", "H", "H", "H", "H", "H", "H", "H", "H", "H", "H"],
  "positions_angstrom": [[-8.73, -0.66, 0.66], [-7.78, -0.94, 0.45], [-9.18, -1.50, 1.02], [-9.06, -0.23, -0.18], [-8.68, -0.02, 1.43], [-3.51, -2.36, -0.54], [5.31, 4.70, -8.42], [4.06, 3.85, -8.53], [3.38, 3.44, -7.15], [2.86, 4.71, -6.53], [2.04, 2.63, -7.44], [2.34, 1.17, -7.97], [4.48, 2.61, -6.34], [4.19, 2.29, -4.83], [3.48, 1.10, -4.84], [2.71, 0.82, -3.72], [5.21, 5.66, -7.91], [5.77, 4.92, -9.38], [6.22, 4.23, -8.05], [4.28, 2.91, -9.05], [3.30, 4.31, -9.16], [2.28, 5.25, -7.28], [3.66, 5.29, -6.08], [2.20, 4.45, -5.71], [1.50, 3.19, -8.21], [1.40, 2.73, -6.57], [2.56, 0.38, -7.25], [3.27, 1.20, -8.54], [1.52, 0.77, -8.56], [5.36, 3.24, -6.23], [4.84, 1.70, -6.82], [3.64, 3.16, -4.46], [5.06, 1.93, -4.28], [2.03, 1.66, -3.58], [3.25, 0.89, -2.77], [2.10, -0.07, -3.85], [-0.59, -5.33, 6.88], [-1.87, -5.37, 7.82], [-2.27, -3.98, 8.38], [-2.56, -2.82, 7.40], [-3.47, -3.18, 6.21], [-1.24, -2.16, 6.90], [-1.60, -0.66, 6.74], [-2.93, -0.37, 7.43], [-3.10, -1.68, 8.26], [0.36, -5.02, 7.32], [-0.72, -4.68, 6.02], [-0.41, -6.28, 6.38], [-1.78, -5.89, 8.77], [-2.67, -6.01, 7.42], [-1.48, -3.64, 9.05], [-3.14, -4.23, 8.99], [-3.77, -2.22, 5.80], [-4.20, -3.93, 6.52], [-2.80, -3.63, 5.48], [-0.93, -2.59, 5.95], [-0.44, -2.21, 7.64], [-1.63, -0.38, 5.68], [-0.82, -0.01, 7.13], [-3.66, -0.22, 6.64], [-3.03, 0.45, 8.14], [-4.14, -1.84, 8.56], [-2.45, -1.54, 9.12]],
  "e_above_lowest_kcal_mol": 92.3,
  "lumo_ev": -4.66,
  "gap_ev": 4.43,
  "total_charge": 2,
  "homo_energy_ev": -9.08
}



No. 4
{
  "formula": "C16H42N2O2Si",
  "method": "ωB97M-V with the def2-TZVPD basis set",
  "species": ["C", "O", "C", "C", "C", "Si", "O", "H", "H", "H", "H", "H", "H", "H", "H", "H", "H", "H", "H", "C", "C", "N", "C", "C", "C", "C", "H", "H", "H", "H", "H", "H", "H", "H", "H", "H", "H", "H", "H", "H", "H", "C", "C", "N", "C", "C", "C", "C", "H", "H", "H", "H", "H", "H", "H", "H", "H", "H", "H", "H", "H", "H", "H"],
  "positions_angstrom": [[-1.18, 1.42, -5.01], [-1.28, 2.82, -4.93], [-2.52, 3.33, -5.38], [-3.74, 2.81, -4.67], [-4.98, 3.64, -5.01], [-6.52, 2.80, -4.30], [-7.51, 2.30, -5.55], [-1.72, 0.92, -4.21], [-0.15, 1.13, -4.92], [-1.58, 1.07, -5.97], [-2.45, 4.41, -5.23], [-2.65, 3.16, -6.45], [-3.94, 1.79, -4.94], [-3.60, 2.83, -3.59], [-4.88, 4.65, -4.63], [-5.11, 3.70, -6.08], [-7.25, 3.67, -3.36], [-6.11, 1.59, -3.55], [-7.07, 1.55, -6.00], [-1.42, 0.60, -0.52], [-1.16, -0.71, -1.24], [0.16, -0.78, -1.85], [0.32, -1.90, -2.76], [0.26, -3.32, -2.18], [1.28, -0.51, -0.96], [1.45, -1.41, 0.27], [-1.28, 1.45, -1.19], [-2.46, 0.62, -0.17], [-0.78, 0.74, 0.35], [-1.90, -0.82, -2.04], [-1.34, -1.54, -0.53], [1.26, -1.77, -3.29], [-0.46, -1.80, -3.52], [1.16, -3.58, -1.64], [0.15, -4.04, -2.99], [-0.59, -3.45, -1.51], [1.20, 0.52, -0.62], [2.19, -0.54, -1.56], [0.50, -1.59, 0.78], [2.12, -0.93, 0.98], [1.89, -2.38, 0.02], [1.06, -0.96, 4.29], [2.57, -0.78, 4.29], [3.09, -0.24, 5.53], [4.47, 0.19, 5.44], [5.55, -0.87, 5.17], [2.73, -0.97, 6.73], [3.12, -2.45, 6.82], [0.56, -0.02, 4.53], [0.73, -1.28, 3.30], [0.74, -1.72, 5.00], [2.83, -0.07, 3.49], [3.04, -1.74, 4.02], [4.72, 0.73, 6.36], [4.53, 0.94, 4.64], [5.75, -1.47, 6.06], [6.48, -0.38, 4.89], [5.27, -1.54, 4.36], [1.64, -0.90, 6.86], [3.14, -0.43, 7.59], [2.92, -2.98, 5.90], [2.55, -2.93, 7.61], [4.17, -2.58, 7.07]],
  "smiles": "COCCC[SiH2]O.CCN(CC)CC.CCN(CC)CC",
  "lumo_ev": 0.66,
  "gap_ev": 8.80,
  "homo_energy_ev": -8.15
}



No. 5
{
  "formula": "C16H42O14P4",
  "method": "ωB97M-V with the def2-TZVPD basis set",
  "species": ["C", "C", "C", "O", "O", "P", "O", "O", "C", "O", "P", "O", "H", "H", "H", "H", "H", "H", "H", "H", "H", "H", "H", "H", "O", "P", "O", "C", "C", "O", "C", "C", "O", "C", "C", "H", "H", "H", "H", "H", "H", "H", "H", "H", "H", "H", "H", "H", "H", "H", "O", "P", "O", "C", "C", "O", "C", "C", "O", "C", "C", "H", "H", "H", "H", "H", "H", "H", "H", "H", "H", "H", "H", "H", "H", "H"],
  "positions_angstrom": [[-0.82, 0.00, 0.01], [-1.31, 1.34, -0.85], [-2.20, 0.92, -2.18], [-3.56, 1.53, -2.17], [-4.46, 0.62, -1.82], [-5.24, 1.30, -0.42], [-4.31, 1.13, 0.84], [-5.56, 3.00, -0.83], [-4.60, 3.88, -0.14], [-6.79, 0.61, -0.04], [-6.78, -1.13, -0.07], [-5.36, -1.80, -0.22], [-1.25, -1.00, -0.47], [0.36, -0.08, 0.02], [-1.18, 0.15, 1.12], [-1.87, 2.02, -0.09], [-0.35, 1.91, -1.23], [-1.66, 1.29, -3.17], [-2.28, -0.25, -2.29], [-4.50, 4.86, -0.82], [-5.09, 4.23, 0.86], [-3.52, 3.45, -0.04], [-7.33, -1.61, 1.20], [-7.72, -1.61, -1.08], [0.79, -2.84, 3.40], [-0.12, -3.98, 3.93], [-1.54, -3.15, 3.69], [-2.05, -3.05, 2.38], [-2.69, -4.36, 1.96], [0.08, -3.51, 5.52], [1.33, -2.99, 5.97], [1.22, -1.49, 6.12], [-1.14, -5.25, 4.53], [-0.82, -5.95, 5.72], [-1.73, -5.47, 6.84], [-1.26, -2.76, 1.68], [-2.80, -2.26, 2.38], [-1.94, -5.15, 1.87], [-3.20, -4.25, 0.99], [-3.42, -4.69, 2.71], [2.15, -3.28, 5.30], [1.54, -3.44, 6.94], [0.91, -1.01, 5.19], [2.18, -1.06, 6.43], [0.47, -1.23, 6.87], [0.24, -5.85, 5.97], [-1.01, -7.01, 5.53], [-1.60, -4.40, 7.04], [-1.52, -6.01, 7.77], [-2.78, -5.61, 6.57], [3.95, 2.22, -2.06], [4.54, 2.93, -3.31], [3.25, 3.94, -3.52], [3.13, 5.07, -2.67], [4.11, 6.15, -3.07], [4.00, 1.74, -4.34], [3.97, 0.38, -3.94], [2.55, -0.03, -3.61], [5.21, 3.72, -4.70], [5.82, 2.98, -5.74], [4.87, 2.92, -6.93], [3.27, 4.77, -1.63], [2.11, 5.44, -2.77], [5.14, 5.83, -2.89], [3.93, 7.07, -2.49], [4.02, 6.38, -4.14], [4.65, 0.20, -3.09], [4.34, -0.22, -4.77], [2.11, 0.62, -2.85], [2.51, -1.06, -3.26], [1.91, 0.06, -4.50], [6.12, 1.98, -5.40], [6.72, 3.51, -6.04], [3.93, 2.42, -6.68], [5.33, 2.37, -7.76], [4.61, 3.92, -7.27]],
  "smiles": "CCCOO[P@@](=O)(OC)O[PH2]=O.CCOP(=O)(OCC)OCC.CCOP(=O)(OCC)OCC",
  "lumo_ev": -1.82,
  "gap_ev": 7.68,
  "homo_energy_ev": -9.51
}



No. 6
{
  "formula": "C16H43BN3OP",
  "method": "ωB97M-V with the def2-TZVPD basis set",
  "species": ["C", "O", "C", "C", "C", "B", "P", "N", "H", "H", "H", "H", "H", "H", "H", "H", "H", "H", "H", "H", "H", "C", "C", "N", "C", "C", "C", "C", "H", "H", "H", "H", "H", "H", "H", "H", "H", "H", "H", "H", "H", "H", "H", "C", "C", "N", "C", "C", "C", "C", "H", "H", "H", "H", "H", "H", "H", "H", "H", "H", "H", "H", "H", "H", "H"],
  "positions_angstrom": [[6.13, -3.65, 0.86], [5.42, -4.64, 1.56], [4.24, -4.18, 2.18], [3.15, -5.22, 2.01], [1.93, -4.96, 2.93], [0.97, -3.91, 2.32], [1.26, -2.01, 2.24], [1.31, -1.53, 0.73], [6.33, -2.78, 1.49], [7.08, -4.08, 0.56], [5.59, -3.33, -0.04], [4.43, -4.00, 3.24], [3.92, -3.24, 1.72], [2.83, -5.19, 0.97], [3.55, -6.21, 2.21], [1.39, -5.90, 3.05], [2.29, -4.67, 3.93], [-0.02, -4.25, 1.76], [2.47, -1.70, 2.90], [0.30, -1.41, 3.08], [0.58, -0.87, 0.49], [1.77, 3.20, -0.38], [2.01, 2.07, -1.36], [0.78, 1.47, -1.84], [0.98, 0.20, -2.52], [1.75, 0.20, -3.85], [-0.18, 2.38, -2.44], [0.28, 3.21, -3.65], [1.14, 2.87, 0.45], [2.72, 3.54, 0.04], [1.30, 4.07, -0.84], [2.57, 1.28, -0.86], [2.66, 2.44, -2.17], [-0.01, -0.24, -2.68], [1.49, -0.46, -1.82], [1.16, 0.62, -4.67], [2.01, -0.82, -4.12], [2.68, 0.77, -3.77], [-0.52, 3.07, -1.66], [-1.06, 1.80, -2.71], [1.26, 3.65, -3.49], [-0.42, 4.03, -3.82], [0.31, 2.62, -4.57], [-1.70, 0.97, 0.63], [-3.13, 0.73, 0.17], [-4.11, 1.09, 1.17], [-5.45, 0.62, 0.87], [-6.15, 1.18, -0.37], [-4.02, 2.45, 1.68], [-4.09, 3.60, 0.67], [-1.50, 0.45, 1.57], [-1.00, 0.59, -0.12], [-1.48, 2.03, 0.76], [-3.26, -0.33, -0.04], [-3.28, 1.26, -0.79], [-6.08, 0.80, 1.75], [-5.39, -0.47, 0.76], [-6.49, 2.21, -0.22], [-7.04, 0.58, -0.60], [-5.51, 1.16, -1.25], [-3.08, 2.54, 2.23], [-4.80, 2.57, 2.43], [-3.47, 3.42, -0.20], [-3.73, 4.52, 1.14], [-5.11, 3.79, 0.33]],
  "smiles": "COCCCB[PH2]=N.CCN(CC)CC.CCN(CC)CC",
  "lumo_ev": -0.42,
  "gap_ev": 7.50,
  "homo_energy_ev": -7.92
}